Entry 1:
Below is a molecular structure, C37H54AlF3O21S at a distorted geometry, with properties calculated with ωB97M-V/def2-TZVPD.

```
117
Properties=species:S:1:pos:R:3:lowdin_charge:R:1
Al 4.9843 -3.7452 -7.1138 1.000
C 1.8117 -1.1353 0.5841 -0.598
F 1.2583 -2.1359 1.1412 0.220
F 1.7735 -0.0272 1.3964 0.111
F 3.1521 -1.2834 0.4361 0.128
S 0.9235 -0.8251 -1.1579 0.615
O 1.8876 -1.2509 -2.1819 -0.139
O -0.3276 -1.5760 -1.1205 -0.175
O 0.8051 0.5932 -1.5027 -0.120
O 9.3266 -1.2994 -2.4284 0.141
C 10.1851 -1.2381 -1.6419 -0.500
O 11.4287 -0.7739 -2.0013 0.011
C 12.3865 -0.9570 -0.9523 -0.139
C 11.7194 -2.0916 -0.0378 -0.126
C 10.2327 -1.7542 -0.2146 -0.090
H 12.6665 -0.0351 -0.4425 0.118
H 13.3604 -1.3209 -1.2797 0.115
H 11.9008 -1.8713 1.0142 0.108
H 12.0124 -3.0986 -0.3349 0.116
H 9.7654 -1.0647 0.4884 0.128
H 9.7775 -2.7377 -0.0984 0.119
O -6.6657 8.3039 -0.6604 0.171
C -5.6364 7.7259 -0.9435 -0.417
O -5.4783 6.4071 -1.0895 0.037
C -4.2560 5.9600 -1.5282 -0.184
C -3.6231 7.1860 -2.1927 -0.116
C -4.3037 8.3936 -1.4338 -0.016
H -4.4779 5.0913 -2.1481 0.133
H -3.6696 5.5622 -0.7000 0.127
H -3.6580 7.1006 -3.2788 0.115
H -2.5555 7.3082 -2.0094 0.108
H -4.6318 9.1950 -2.0958 0.124
H -3.7961 8.7442 -0.5352 0.128
O -1.2925 -6.8533 -5.2955 0.070
C -2.4349 -7.3750 -5.2451 -0.362
O -3.1853 -7.7115 -6.4226 0.016
C -4.4120 -8.3033 -6.0015 -0.159
C -4.2310 -8.5589 -4.5540 -0.211
C -3.1671 -7.7571 -4.0268 -0.123
H -4.6699 -9.2025 -6.5610 0.136
H -5.1964 -7.5527 -6.0986 0.130
H -3.9665 -9.5531 -4.1938 0.131
H -5.1315 -8.3318 -3.9834 0.129
H -2.4189 -8.2191 -3.3827 0.148
H -3.5645 -6.8053 -3.6745 0.149
O 5.6594 8.7021 4.5496 0.185
C 5.1021 7.6752 4.7818 -0.421
O 5.1681 6.4999 3.9795 0.001
C 4.6988 5.3208 4.6676 -0.157
C 4.5472 5.8125 6.0764 -0.167
C 4.3694 7.3159 6.0144 -0.069
H 5.4039 4.4955 4.5680 0.128
H 3.7114 5.0170 4.3200 0.123
H 5.3191 5.4208 6.7389 0.123
H 3.6489 5.3346 6.4673 0.116
H 4.4719 7.9171 6.9178 0.140
H 3.3546 7.5998 5.7356 0.141
O -1.5898 5.5329 3.9684 0.115
C -2.4764 4.9087 4.5566 -0.434
O -3.5991 5.4389 4.9826 0.053
C -4.4826 4.5011 5.5564 -0.168
C -4.0859 3.1058 5.1373 -0.137
C -2.5577 3.3734 4.8241 -0.035
H -5.4723 4.8019 5.2128 0.135
H -4.4046 4.6184 6.6372 0.135
H -4.7227 2.7274 4.3377 0.113
H -4.1965 2.3745 5.9380 0.115
H -2.5514 2.7854 3.9064 0.112
H -1.8672 2.8822 5.5097 0.122
O 4.0108 3.0206 -6.1573 0.087
C 4.1196 4.0392 -5.4270 -0.391
O 3.3097 5.1282 -5.6014 0.018
C 3.6527 6.2949 -4.8776 -0.158
C 4.6258 5.7908 -3.8855 -0.150
C 5.0684 4.3677 -4.3097 -0.060
H 2.7798 6.6276 -4.3161 0.132
H 4.0319 7.0208 -5.5969 0.138
H 4.2930 5.8080 -2.8477 0.121
H 5.5818 6.3109 -3.9467 0.117
H 4.9574 3.5903 -3.5537 0.129
H 6.0859 4.3472 -4.6999 0.132
O -8.0348 -5.7035 0.9572 0.162
C -7.2296 -5.4921 1.8269 -0.504
O -6.3037 -4.5732 1.6390 0.043
C -5.2359 -4.5575 2.5946 -0.113
C -5.8062 -5.4774 3.6949 -0.136
C -6.9920 -6.2701 3.0707 -0.054
H -5.3189 -3.5912 3.0921 0.126
H -4.2482 -4.8585 2.2454 0.129
H -6.4188 -4.9894 4.4530 0.111
H -5.0681 -6.1318 4.1586 0.115
H -7.7932 -6.0023 3.7596 0.130
H -6.8433 -7.3262 2.8459 0.137
O -1.2944 -1.7730 -9.0645 0.099
C -2.4238 -1.3888 -9.3788 -0.410
O -3.0533 -1.5935 -10.5624 0.027
C -4.3703 -1.0433 -10.5838 -0.152
C -4.7141 -0.4662 -9.2035 -0.134
C -3.3368 -0.5188 -8.4660 -0.053
H -5.0967 -1.8111 -10.8502 0.127
H -4.2619 -0.2898 -11.3639 0.129
H -5.4355 -1.1143 -8.7059 0.113
H -5.0004 0.5758 -9.3466 0.113
H -3.5046 -1.0758 -7.5443 0.119
H -3.0288 0.5233 -8.3800 0.123
O -1.7615 -4.1922 8.5178 0.147
C -0.9573 -5.0775 8.4854 -0.540
O 0.1509 -4.9098 7.7112 0.031
C 1.0708 -6.0568 7.9741 -0.128
C 0.5295 -6.6576 9.1953 -0.165
C -0.9361 -6.2837 9.1993 -0.080
H 2.0608 -5.6061 8.0442 0.126
H 1.1229 -6.6608 7.0683 0.124
H 1.1976 -6.3711 10.0075 0.126
H 0.6932 -7.7174 9.3905 0.125
H -1.4410 -6.0640 10.1400 0.150
H -1.4901 -7.0891 8.7171 0.150
```

Output
LUMO (eV): -11.656
Relative energy (zero: lowest compared OMol25 entry of this formula, charge and spin) (kcal per mole): 205.71
Max |F| (eV Å⁻¹): 5.14
Orbital gap (eV): 1.158
Total charge: +2
E_HOMO (eV): -12.814
Calculated total energy (a.u.): -3961.53388

Entry 2:
Below is a molecular structure, C29H23Br2N5OPdS8 at a distorted geometry, with properties calculated with ωB97M-V/def2-TZVPD.

```
69
Properties=species:S:1:pos:R:3:lowdin_charge:R:1
Pd -0.3505 -0.4482 -0.4958 0.965
Br -6.0289 -4.2114 -0.2602 0.859
C -4.5944 -3.0228 -0.3706 -0.671
C -4.1287 -2.5985 -1.6040 -0.073
C -3.0442 -1.7450 -1.6302 -0.102
N -2.4392 -1.3006 -0.5260 0.047
C -2.9085 -1.6975 0.6649 -0.193
C -3.9820 -2.5654 0.7832 -0.039
C -2.2152 -1.1805 1.8746 -0.222
C -2.9181 -0.8638 3.0270 -0.041
C -2.2105 -0.3500 4.0998 -0.679
Br -3.1092 0.1479 5.6586 0.845
C -0.8384 -0.1861 4.0007 -0.082
C -0.2319 -0.5263 2.8063 -0.115
N -0.9009 -1.0142 1.7582 0.024
H -4.5910 -2.9264 -2.5234 0.117
H -2.6452 -1.3982 -2.5744 0.104
H -4.3134 -2.9020 1.7548 0.121
H -3.9917 -0.9755 3.0750 0.119
H -0.2602 0.2091 4.8229 0.117
H 0.8385 -0.4094 2.6820 0.113
C -3.9541 5.9905 -0.7411 -0.332
S -2.9685 4.7319 -1.5583 1.033
C -1.4358 5.1547 -1.1285 -0.957
C -0.2811 4.2960 -1.5759 -1.173
S -0.4404 3.0147 -2.5146 0.797
S 1.2375 4.8118 -0.9292 0.942
C 0.6809 6.2228 -0.0649 -1.418
S 1.6010 7.1886 0.7955 0.802
S -1.0634 6.5102 -0.2174 1.024
H -4.9898 5.6995 -0.9027 0.062
H -3.7730 6.9654 -1.1936 0.062
H -3.7410 5.9994 0.3296 0.055
S -1.5702 3.1771 2.0925 0.609
C -1.0391 2.0961 1.0239 -0.944
N -0.6441 1.3692 0.1912 -0.095
C 3.8285 0.2050 -2.5808 -0.199
S 2.5979 1.1283 -1.6839 0.939
O 1.4956 0.1046 -1.4746 -0.646
C 3.4441 1.2675 -0.1314 -0.407
C 3.3584 0.2319 0.7885 -0.077
C 4.0759 0.3347 1.9702 -0.056
C 4.8574 1.4579 2.2178 -0.049
C 4.9157 2.4938 1.2957 -0.052
C 4.2006 2.4046 0.1095 -0.088
H 4.0571 -0.6932 -2.0091 0.076
H 4.7114 0.8325 -2.6981 0.076
H 3.4081 -0.0404 -3.5544 0.063
H 2.7406 -0.6328 0.5776 0.103
H 4.0387 -0.4682 2.6946 0.115
H 5.4250 1.5251 3.1360 0.117
H 5.5171 3.3693 1.4982 0.117
H 4.2386 3.2078 -0.6179 0.108
N -0.2905 -1.2229 -3.5582 0.111
C 0.0924 -2.2361 -2.7477 -0.699
N 0.0513 -2.1784 -1.4428 -0.070
C 0.4925 -3.3779 -0.8490 -0.277
C 0.5723 -3.6560 0.5090 -0.017
C 1.0134 -4.9085 0.8988 -0.057
C 1.3703 -5.8759 -0.0420 -0.062
C 1.2885 -5.6075 -1.3949 -0.067
C 0.8452 -4.3499 -1.7799 -0.452
S 0.6290 -3.7405 -3.3988 1.157
H -0.2631 -0.2935 -3.1571 0.070
H -0.1078 -1.2936 -4.5455 0.111
H 0.2903 -2.9023 1.2280 0.079
H 1.0765 -5.1467 1.9519 0.113
H 1.7132 -6.8465 0.2880 0.117
H 1.5605 -6.3552 -2.1274 0.120
```

Output
LUMO (eV): -7.889
Relative energy (zero: lowest compared OMol25 entry of this formula, charge and spin) (kcal per mole): 14.58
Max |F| (eV Å⁻¹): 1.37
Orbital gap (eV): 5.158
Total charge: +2
E_HOMO (eV): -13.047
Calculated total energy (a.u.): -9928.82535

Entry 3:
Below is a molecular structure, C4H8N2O2 at a distorted geometry, with properties calculated with ωB97M-V/def2-TZVPD.

```
16
Properties=species:S:1:pos:R:3:lowdin_charge:R:1
C 1.2350 0.5635 2.9822 -0.034
C -0.3010 -0.6087 1.3888 -0.228
C -0.7956 -0.4340 0.1776 -0.131
C -0.8222 0.0908 -2.1121 -0.700
H 1.3636 1.8122 2.5202 0.162
H 2.2339 0.0844 3.1537 0.067
H 0.3380 0.3312 3.7657 0.110
H -0.8467 -1.0334 2.3868 0.156
H -1.8335 -0.9315 -0.1165 0.163
H 0.9707 -0.4098 -1.0272 0.150
H -0.8151 1.3009 -4.3605 0.313
H 0.4827 -0.7022 -3.9707 0.172
N -0.0348 -0.2187 -0.9971 0.073
N -0.1912 0.1674 -3.3752 -0.032
O 1.0145 -0.3942 1.7445 -0.248
O -1.9985 0.3822 -2.1602 0.007
```

Output
LUMO (eV): -0.453
Relative energy (zero: lowest compared OMol25 entry of this formula, charge and spin) (kcal per mole): 190.08
Max |F| (eV Å⁻¹): 5.74
Orbital gap (eV): 7.982
Total charge: 0
E_HOMO (eV): -8.435
Calculated total energy (a.u.): -416.95304

Entry 4:
Below is 6 unconnected molecules or ions with the total composition C33H54BrNO19P at a distorted geometry, with properties calculated with ωB97M-V/def2-TZVPD.

```
109
Properties=species:S:1:pos:R:3:lowdin_charge:R:1
C 0.3769 1.3513 1.8572 -0.028
C -0.3252 0.3860 0.9106 -0.233
O 0.4782 -0.7882 0.7058 -0.206
P -0.1360 -1.8943 -0.2691 0.489
O -1.5365 -2.2031 0.0583 -0.265
C 0.0085 -1.3539 -2.0099 -0.171
C 0.7478 -0.0200 -2.1964 -0.227
C 1.4886 0.1169 -3.5332 -0.122
C 2.5368 1.2596 -3.4292 -0.202
C 2.0725 2.4923 -2.6197 -0.109
C 1.0752 3.0728 -3.6208 -0.069
N 1.9368 2.9573 -4.8368 0.161
C 2.7667 1.9697 -4.7432 -0.127
C 3.7785 1.6778 -5.7939 -0.079
C 4.7640 0.6081 -5.3543 -0.827
O 4.4449 -0.4841 -5.0470 0.081
Br 6.6011 1.1757 -5.3053 0.806
O 0.8199 -3.1459 -0.0647 -0.213
C 2.2555 -2.9287 -0.0764 -0.231
C 2.8777 -3.0990 -1.4532 -0.055
H 0.5983 2.2995 1.3713 0.050
H 1.3367 0.9560 2.1911 0.084
H -0.2455 1.5862 2.7147 0.058
H -0.5402 0.8976 -0.0317 0.102
H -1.2876 0.1062 1.3381 0.088
H -1.0249 -1.2613 -2.3424 0.100
H 0.4569 -2.1547 -2.5968 0.092
H 0.0193 0.7879 -2.1137 0.105
H 1.4702 0.1388 -1.3921 0.112
H 1.9959 -0.8103 -3.7953 0.109
H 0.7891 0.3217 -4.3497 0.128
H 3.4636 0.7994 -3.0862 0.152
H 1.7311 2.3287 -1.6103 0.091
H 2.9224 3.1783 -2.6381 0.129
H 0.8179 4.1065 -3.4089 0.137
H 0.1859 2.4678 -3.7757 0.132
H 1.9004 3.6096 -5.6108 0.188
H 4.3268 2.6036 -5.9895 0.117
H 3.3174 1.3963 -6.7436 0.159
H 2.5263 -1.9657 0.3566 0.108
H 2.6774 -3.6921 0.5760 0.124
H 3.9468 -3.2759 -1.3604 0.089
H 2.4050 -3.9320 -1.9751 0.088
H 2.7473 -2.2081 -2.0713 0.050
C -4.0506 4.7478 -1.4063 -0.014
C -3.0034 4.1976 -0.4779 -0.306
C -2.4917 5.1541 0.5728 -0.050
O -1.1536 4.6579 0.8013 0.089
C -0.7537 4.0379 -0.3097 -0.573
O 0.3638 3.6301 -0.4924 0.098
O -1.7619 3.8867 -1.1849 0.083
H -4.9744 4.9193 -0.8549 0.080
H -3.7224 5.6869 -1.8555 0.091
H -4.2527 4.0463 -2.2155 0.092
H -3.3465 3.2721 -0.0158 0.124
H -3.0648 5.1338 1.4950 0.145
H -2.4145 6.1789 0.2047 0.143
C -0.7194 -5.6639 0.2555 -0.032
C -1.3613 -7.0142 0.0746 -0.325
C -2.0373 -7.5928 1.2977 -0.098
O -1.9287 -9.0012 1.0668 0.063
C -0.8385 -9.2090 0.2839 -0.560
O -0.3624 -10.2694 0.0528 0.174
O -0.3722 -8.0258 -0.1922 0.081
H -1.4753 -4.8931 0.4078 0.080
H -0.0421 -5.6693 1.1114 0.092
H -0.1336 -5.4031 -0.6213 0.078
H -2.0522 -6.9989 -0.7737 0.160
H -3.0817 -7.3078 1.3976 0.138
H -1.5006 -7.3504 2.2188 0.136
C -2.1383 -3.2534 4.8559 -0.013
C -1.5093 -2.0292 4.2452 -0.315
C -0.2728 -1.5087 4.9454 -0.073
O -0.3185 -0.1088 4.6279 0.058
C -1.6105 0.2255 4.4162 -0.580
O -1.9880 1.3438 4.2605 0.153
O -2.3835 -0.8814 4.3536 0.078
H -1.4869 -4.1169 4.7232 0.093
H -2.3198 -3.1078 5.9215 0.094
H -3.0972 -3.4651 4.3840 0.088
H -1.3135 -2.1888 3.1797 0.150
H 0.6514 -1.9467 4.5771 0.142
H -0.3246 -1.6183 6.0306 0.142
C 5.5938 4.5245 0.5474 -0.014
C 4.7636 3.2832 0.3520 -0.328
C 4.1725 2.6829 1.6116 -0.074
O 4.0649 1.2891 1.2606 0.053
C 5.0015 1.0347 0.3165 -0.572
O 5.2788 -0.0515 -0.0817 0.156
O 5.5651 2.1835 -0.1226 0.081
H 4.9619 5.3589 0.8507 0.095
H 6.3570 4.3636 1.3091 0.095
H 6.1056 4.7911 -0.3769 0.089
H 3.9909 3.4612 -0.4031 0.139
H 3.1947 3.0841 1.8669 0.136
H 4.8424 2.7742 2.4684 0.143
C -6.1684 -0.7071 2.0051 -0.011
C -5.4016 0.3942 1.3234 -0.306
C -4.1896 0.8999 2.0708 -0.081
O -4.0930 2.2524 1.5937 0.035
C -5.3350 2.6528 1.2322 -0.551
O -5.6100 3.7737 0.9371 0.154
O -6.1864 1.6071 1.2257 0.103
H -5.5740 -1.6204 2.0223 0.092
H -6.4195 -0.4273 3.0289 0.095
H -7.1010 -0.9064 1.4786 0.091
H -5.1355 0.0999 0.3038 0.161
H -3.2775 0.3603 1.8316 0.117
H -4.3266 0.9122 3.1514 0.135
```

Output
LUMO (eV): -4.033
Max |F| (eV Å⁻¹): 1.11
Orbital gap (eV): 8.017
Total charge: +1
E_HOMO (eV): -12.050
Calculated total energy (a.u.): -5689.49185